Entry 1:
Entry from the Open Molecules 2025 dataset: C25H30Br2N5O2Se2Ta as an isolated structure at a distorted geometry (ωB97M-V/def2-TZVPD).

The charge is +2. The value obtained for the LUMO energy is -7.30 eV. The HOMO energy is -0.5155 Eh. The largest force on an atom comes out at 0.0372 hartree/bohr. For the energy above the lowest of the compared OMol25 structures with the same formula, charge and spin, the calculation gives 0.775 eV.

Each line ends with the Mulliken charge.
Atoms and positions in Å:
Ta (-0.07, -0.13, -0.04)  2.180
Br (5.09, 0.51, -4.83)  -0.054
C (3.70, 0.26, -3.63)  -0.279
C (3.77, -0.72, -2.66)  -0.925
C (2.73, -0.84, -1.77)  -0.337
N (1.63, -0.06, -1.81)  0.180
C (1.55, 0.85, -2.78)  0.193
C (2.57, 1.06, -3.70)  -1.027
C (0.30, 1.62, -2.79)  0.953
C (-0.03, 2.45, -3.85)  -0.841
C (-1.19, 3.20, -3.79)  -0.664
Br (-1.65, 4.34, -5.18)  -0.049
C (-1.99, 3.10, -2.66)  -0.935
C (-1.60, 2.23, -1.67)  -0.880
N (-0.49, 1.46, -1.71)  1.095
H (4.63, -1.37, -2.58)  0.509
H (2.74, -1.59, -0.99)  0.526
H (2.50, 1.83, -4.45)  0.514
H (0.61, 2.53, -4.71)  0.541
H (-2.89, 3.68, -2.55)  0.538
H (-2.19, 2.17, -0.77)  0.612
O (1.64, -3.88, 4.54)  -0.512
C (2.06, -2.56, 4.29)  -1.405
C (1.58, -2.15, 2.87)  1.790
C (2.33, -3.11, 1.93)  -1.439
O (1.96, -3.07, 0.55)  -0.275
C (1.93, -0.66, 2.78)  -1.333
Se (2.14, 0.10, 0.98)  -0.266
C (0.07, -2.34, 2.87)  -1.460
Se (-0.99, -2.02, 1.23)  -0.403
H (1.90, -4.15, 5.43)  0.370
H (3.15, -2.47, 4.32)  0.492
H (1.64, -1.86, 5.02)  0.465
H (2.13, -4.12, 2.31)  0.700
H (3.40, -2.92, 2.04)  0.370
H (2.29, -3.89, 0.16)  0.275
H (2.90, -0.47, 3.24)  0.606
H (1.19, -0.05, 3.30)  0.448
H (-0.38, -1.66, 3.59)  0.580
H (-0.19, -3.35, 3.16)  0.693
N (-0.56, -1.62, -1.81)  -0.724
C (-1.64, -1.49, -2.84)  -0.569
C (-3.01, -1.62, -2.20)  -0.754
C (-3.45, -0.34, -1.52)  -0.599
N (-2.64, -0.11, -0.29)  -0.715
H (0.33, -1.69, -2.29)  0.243
H (-0.70, -2.51, -1.34)  0.428
H (-1.50, -2.25, -3.60)  0.477
H (-1.52, -0.51, -3.32)  0.261
H (-2.99, -2.43, -1.46)  0.317
H (-3.74, -1.92, -2.95)  0.423
H (-4.52, -0.38, -1.27)  0.499
H (-3.32, 0.50, -2.19)  0.258
H (-2.90, -0.84, 0.38)  0.393
H (-2.93, 0.74, 0.17)  0.265
N (-2.20, 5.35, 4.73)  -0.418
C (-1.89, 4.51, 4.00)  -0.369
C (-1.51, 3.47, 3.08)  0.495
C (-1.81, 2.14, 3.37)  -0.920
C (-1.43, 1.14, 2.49)  -0.228
C (-0.76, 1.42, 1.28)  0.838
C (-0.46, 2.77, 1.04)  -0.112
C (-0.83, 3.78, 1.91)  -1.023
H (-2.33, 1.90, 4.29)  0.516
H (-1.69, 0.13, 2.75)  0.444
H (0.12, 3.07, 0.18)  0.517
H (-0.58, 4.81, 1.70)  0.513


Entry 2:
Entry from the Open Molecules 2025 dataset: C25H30BrMnN4O4PS2 as an isolated structure (ωB97M-V/def2-TZVPD).

The value obtained for the LUMO energy (spin up / spin down) is -1.22 / -1.23 eV. The HOMO energy (spin up / spin down) is -0.2508 / -0.2571 Eh. The expectation value of S² is 0.784. The largest force on an atom comes out at 0.0102 hartree/bohr. The spin multiplicity is 2. For the energy above the lowest of the compared OMol25 structures with the same formula, charge and spin, the calculation gives 0.000 eV.

Each line ends with the Mulliken charge.
Atoms and positions in Å:
Mn (0.13, -1.18, 0.13)  -1.109
S (1.87, -1.81, 1.53)  -0.515
C (2.18, -3.44, 0.99)  0.692
C (3.29, -4.11, 1.60)  -0.279
N (4.18, -4.61, 2.12)  -0.543
C (1.44, -4.07, 0.03)  0.690
S (0.08, -3.33, -0.77)  -0.456
C (1.76, -5.41, -0.37)  -0.188
N (2.03, -6.47, -0.70)  -0.537
Br (-7.23, -1.08, -0.95)  -0.189
C (-5.35, -1.00, -1.13)  0.011
C (-4.78, 0.09, -1.77)  -0.941
C (-3.40, 0.16, -1.89)  -0.008
C (-2.61, -0.85, -1.36)  -0.789
C (-3.19, -1.94, -0.72)  -0.052
C (-4.57, -2.02, -0.61)  -0.923
N (-1.18, -0.79, -1.42)  0.905
C (-0.65, -0.56, -2.58)  -0.002
C (0.81, -0.56, -2.67)  0.255
C (1.47, -0.42, -3.88)  -0.928
C (2.85, -0.59, -3.88)  -0.529
C (3.49, -0.87, -2.69)  -0.875
C (2.75, -0.97, -1.52)  -0.597
N (1.43, -0.80, -1.50)  0.555
H (-5.40, 0.88, -2.16)  0.449
H (-2.94, 1.01, -2.37)  0.454
H (-2.56, -2.74, -0.34)  0.324
H (-5.03, -2.87, -0.13)  0.489
H (-1.24, -0.43, -3.48)  0.531
H (0.92, -0.23, -4.79)  0.511
H (3.41, -0.51, -4.81)  0.453
H (4.56, -1.04, -2.65)  0.478
H (3.20, -1.18, -0.56)  0.466
C (-1.85, 3.49, -0.18)  -1.449
C (-0.80, 2.53, -0.71)  0.797
O (0.22, 2.35, 0.27)  -0.138
P (0.79, 0.93, 0.84)  0.826
O (2.35, 1.25, 0.68)  0.029
C (2.98, 2.21, -0.18)  0.213
C (4.14, 2.83, 0.56)  -1.473
O (0.60, 1.07, 2.42)  0.053
C (1.30, 1.98, 3.28)  -0.164
C (0.57, 3.30, 3.40)  -1.090
H (-2.63, 3.63, -0.93)  0.396
H (-1.40, 4.46, 0.04)  0.386
H (-2.30, 3.10, 0.73)  0.227
H (-0.33, 2.91, -1.62)  0.359
H (-1.25, 1.56, -0.96)  -0.949
H (2.26, 2.96, -0.48)  0.142
H (3.33, 1.68, -1.07)  0.233
H (3.79, 3.37, 1.44)  0.318
H (4.66, 3.54, -0.09)  0.424
H (4.85, 2.07, 0.88)  0.326
H (2.31, 2.12, 2.90)  0.110
H (1.36, 1.47, 4.24)  0.362
H (0.43, 3.76, 2.43)  0.182
H (1.14, 3.98, 4.03)  0.433
H (-0.41, 3.16, 3.86)  0.299
C (-2.45, 0.47, 1.65)  -0.159
O (-2.11, -0.83, 2.13)  -0.347
C (-1.16, -1.54, 1.58)  1.679
C (-1.14, -2.86, 2.28)  -1.217
H (-2.12, 1.21, 2.37)  0.356
H (-3.54, 0.49, 1.55)  0.439
H (-1.99, 0.64, 0.68)  -0.328
H (-1.86, -2.90, 3.09)  0.446
H (-0.13, -3.06, 2.65)  0.240
H (-1.34, -3.64, 1.54)  0.237


Entry 3:
Entry from the Open Molecules 2025 dataset: C25H30Cl2CrF2N6PS as an isolated structure (ωB97M-V/def2-TZVPD).

The charge is +2. The value obtained for the LUMO energy (spin up / spin down) is -5.54 / -6.01 eV. The HOMO energy (spin up / spin down) is -0.4785 / -0.4851 Eh. The expectation value of S² is 3.815. The largest force on an atom comes out at 0.0092 hartree/bohr. The spin multiplicity is 4. For the energy above the lowest of the compared OMol25 structures with the same formula, charge and spin, the calculation gives 0.762 eV.

Each line ends with the Mulliken charge.
Atoms and positions in Å:
Cr (0.93, 0.34, -0.30)  -0.538
F (0.59, -4.34, -3.01)  -0.323
C (0.98, -3.69, -1.92)  0.072
C (0.60, -2.36, -1.76)  -0.335
C (1.00, -1.67, -0.62)  0.446
C (1.77, -2.34, 0.35)  0.115
C (2.16, -3.66, 0.11)  0.932
F (2.94, -4.31, 0.99)  -0.332
C (1.77, -4.36, -1.01)  -0.813
C (2.12, -1.58, 1.57)  -0.103
C (2.66, -2.11, 2.74)  -1.215
C (2.85, -1.30, 3.84)  -0.495
C (2.48, 0.04, 3.78)  -1.215
C (1.95, 0.51, 2.60)  -0.349
N (1.78, -0.27, 1.52)  1.157
H (0.02, -1.89, -2.55)  0.551
H (2.09, -5.38, -1.17)  0.554
H (2.93, -3.15, 2.79)  0.626
H (3.27, -1.71, 4.75)  0.472
H (2.60, 0.71, 4.62)  0.515
H (1.64, 1.54, 2.51)  0.375
Cl (3.08, 0.46, -1.34)  -0.193
C (2.76, 1.01, -3.01)  0.866
C (3.87, 1.22, -3.79)  -1.030
C (3.66, 1.65, -5.10)  -0.484
C (2.37, 1.85, -5.56)  -0.769
C (1.28, 1.62, -4.73)  0.108
Cl (-0.30, 1.89, -5.36)  -0.185
C (1.44, 1.19, -3.41)  0.127
S (0.03, 0.91, -2.37)  -0.336
H (4.86, 1.06, -3.41)  0.498
H (4.50, 1.83, -5.75)  0.417
H (2.19, 2.18, -6.57)  0.456
N (1.31, 2.50, 0.18)  -0.197
C (0.42, 3.43, 0.93)  -0.432
C (-0.70, 3.96, 0.07)  -1.129
N (-1.60, 2.91, -0.43)  -0.178
H (2.20, 2.45, 0.66)  0.361
H (1.54, 2.94, -0.71)  0.316
H (0.99, 4.29, 1.28)  0.451
H (0.04, 2.91, 1.81)  0.258
H (-0.27, 4.56, -0.74)  0.415
H (-1.27, 4.65, 0.69)  0.431
H (-1.25, 2.55, -1.31)  -0.101
H (-2.50, 3.33, -0.64)  0.305
C (-3.28, -1.09, 2.83)  -0.714
N (-2.79, -2.02, 1.71)  0.166
C (-3.80, -1.94, 0.55)  -0.720
N (-3.93, -0.60, 0.11)  0.229
C (-4.35, 0.27, 1.21)  -0.908
N (-3.42, 0.23, 2.33)  0.215
C (-2.15, 0.90, 2.04)  -1.341
P (-1.34, 0.10, 0.57)  2.752
C (-1.41, -1.63, 1.24)  -1.580
C (-2.75, -0.08, -0.60)  -1.324
H (-2.55, -1.15, 3.64)  0.378
H (-4.24, -1.49, 3.16)  0.372
H (-2.76, -2.98, 2.06)  0.364
H (-4.74, -2.31, 0.95)  0.346
H (-3.43, -2.60, -0.24)  0.394
H (-5.34, -0.06, 1.55)  0.294
H (-4.44, 1.29, 0.85)  0.383
H (-1.48, 0.83, 2.90)  0.478
H (-2.33, 1.95, 1.82)  0.299
H (-0.72, -1.75, 2.07)  0.428
H (-1.12, -2.33, 0.45)  0.540
H (-2.44, -0.78, -1.38)  0.487
H (-2.98, 0.86, -1.07)  0.385


Entry 4:
Entry from the Open Molecules 2025 dataset: a single C25H30N6OS molecule at a distorted geometry (ωB97M-V/def2-TZVPD).

As for the structure (SMILES): CC[C@H](c1nnnn1C1CCCC1)N(Cc1cccs1)Cc1cc2cc(C)ccc2[nH]c1=O. The value obtained for the LUMO energy is 0.38 eV. The HOMO energy is -0.2930 Eh. The largest force on an atom comes out at 0.0314 hartree/bohr. For the energy above the lowest of the compared OMol25 structures with the same formula, charge and spin, the calculation gives 1.940 eV.

Each line ends with the Mulliken charge.
Atoms and positions in Å:
C (-0.21, -3.40, 1.97)  -1.630
C (-0.41, -1.90, 1.92)  -0.393
C (0.60, -1.17, 1.00)  0.590
C (0.28, 0.29, 1.08)  -1.201
N (-0.88, 0.78, 1.48)  0.033
N (-0.74, 2.10, 1.48)  -1.042
N (0.42, 2.44, 1.11)  -0.272
N (1.11, 1.33, 0.85)  1.031
C (2.49, 1.37, 0.44)  2.804
C (3.34, 2.05, 1.53)  -0.994
C (3.41, 3.50, 1.08)  -0.619
C (3.60, 3.38, -0.43)  -0.868
C (2.67, 2.22, -0.83)  -0.206
N (0.56, -1.73, -0.36)  0.365
C (1.66, -2.61, -0.68)  -1.727
C (2.99, -1.94, -0.88)  0.544
C (3.45, -1.26, -1.96)  -0.034
C (4.75, -0.73, -1.78)  -0.510
C (5.27, -1.02, -0.56)  -0.579
S (4.18, -1.95, 0.39)  -0.241
C (0.20, -0.83, -1.44)  -0.595
C (-1.17, -0.25, -1.24)  -0.078
C (-2.24, -1.00, -0.90)  -0.076
C (-3.52, -0.42, -0.63)  0.819
C (-4.63, -1.16, -0.25)  -0.826
C (-5.84, -0.56, 0.03)  0.699
C (-7.05, -1.35, 0.43)  -1.518
C (-5.93, 0.83, -0.08)  -0.779
C (-4.85, 1.60, -0.45)  -0.811
C (-3.63, 0.98, -0.74)  0.098
N (-2.54, 1.71, -1.14)  0.164
C (-1.30, 1.20, -1.41)  -0.275
O (-0.39, 1.94, -1.76)  -0.741
H (-0.36, -3.85, 0.99)  0.345
H (0.79, -3.65, 2.32)  0.293
H (-0.92, -3.84, 2.66)  0.503
H (-0.31, -1.48, 2.92)  0.452
H (-1.41, -1.67, 1.56)  0.217
H (1.61, -1.31, 1.41)  0.731
H (2.79, 0.33, 0.29)  -2.762
H (4.34, 1.60, 1.53)  0.318
H (2.91, 1.93, 2.52)  0.420
H (2.46, 3.99, 1.29)  0.276
H (4.21, 4.05, 1.56)  0.470
H (4.64, 3.12, -0.65)  0.286
H (3.36, 4.29, -0.96)  0.408
H (1.70, 2.60, -1.15)  0.106
H (3.09, 1.63, -1.64)  0.362
H (1.39, -3.14, -1.61)  0.519
H (1.76, -3.35, 0.11)  0.545
H (2.89, -1.14, -2.87)  0.439
H (5.27, -0.16, -2.53)  0.445
H (6.22, -0.75, -0.15)  0.533
H (0.20, -1.42, -2.36)  0.841
H (0.91, 0.00, -1.58)  0.144
H (-2.13, -2.07, -0.79)  0.513
H (-4.53, -2.24, -0.17)  0.372
H (-6.80, -2.41, 0.52)  0.346
H (-7.43, -1.00, 1.38)  0.348
H (-7.84, -1.24, -0.31)  0.334
H (-6.87, 1.32, 0.15)  0.419
H (-4.93, 2.67, -0.52)  0.405
H (-2.62, 2.72, -1.17)  0.243


Q: Number 1 is which compound?
A: C25H30Br2N5O2Se2Ta


Q: largest force on an atom of number 2 (C25H30BrMnN4O4PS2)?
A: 0.0102 hartree/bohr